85
Properties=species:S:1:pos:R:3:forces:R:3 method="wB97M-V/def2-TZVPD" charge=+1 e_homo_ev=-10.39 lumo_ha=-0.09688 de_lowest_kj_mol=0.0 orbital_gap_ev=7.755
Lu 0.13142 -0.06494 0.14573 -0.8 -0.5 -1.0
C 0.83563 -0.53992 2.41783 0.4 1.3 0.2
C 2.03070 -0.09447 1.75371 -0.8 0.9 0.5
C 0.51359 1.65536 1.75292 1.1 -0.4 0.6
C -0.05555 0.57604 2.47498 0.8 -0.1 0.3
C 1.82781 1.26298 1.32973 -0.5 -0.5 1.2
C 0.72175 -1.80869 3.19073 0.1 -0.5 0.2
H 1.25314 -2.64082 2.69325 -0.2 0.3 0.2
H -0.32111 -2.12215 3.33154 0.3 0.1 0.0
H 1.17406 -1.68043 4.19036 -0.2 -0.1 -0.3
C -1.25482 0.68703 3.32551 -0.8 0.0 0.3
H -1.52079 -0.27913 3.77106 0.0 0.3 0.0
H -2.10478 1.04061 2.73469 0.0 0.0 0.3
H -1.06971 1.41224 4.13613 -0.1 -0.3 -0.2
C -0.02628 3.03114 1.65090 -0.2 0.8 -0.1
H 0.42250 3.67429 2.43120 -0.2 -0.2 -0.3
H -1.11744 3.02808 1.75301 0.3 0.1 0.1
H 0.20268 3.50241 0.67615 -0.1 -0.2 0.4
C 2.87335 2.26080 0.98007 0.4 0.1 -0.4
H 3.33003 2.63753 1.91120 0.0 -0.1 -0.3
H 2.44251 3.12292 0.45948 0.2 -0.1 0.1
H 3.66251 1.83521 0.34507 -0.1 0.2 0.2
C 3.33281 -0.74038 2.03571 0.5 -0.4 -0.5
H 3.56595 -0.57575 3.09680 0.2 0.0 -0.3
H 4.13712 -0.34381 1.40826 -0.1 0.0 0.2
H 3.29406 -1.81791 1.86708 0.1 -0.1 0.1
C 1.79723 -2.55606 -2.07323 0.9 -0.3 1.2
C 2.39750 -2.91615 -0.90991 -0.4 0.5 -1.3
C 3.78871 -3.48860 -0.90430 0.1 -0.3 0.4
C 4.95519 -2.48331 -1.20011 0.2 0.1 0.1
C 4.58704 -1.05362 -1.53159 -0.2 -0.2 0.2
C 4.02302 -0.74470 -2.69879 -0.3 0.0 0.0
C 3.68954 -1.81310 -3.71588 0.1 0.2 -0.2
C 2.48205 -2.76536 -3.39412 -0.2 0.2 -0.5
H 3.88068 -4.31681 -1.62147 -0.2 0.2 0.1
H 5.51902 -2.89900 -2.04358 0.1 0.1 0.2
H 3.97664 -3.93358 0.07891 0.0 0.0 -0.2
H 2.84091 -3.79970 -3.50157 -0.2 0.2 0.2
H 0.83179 -2.04294 -2.10780 -0.1 -0.3 0.2
H 1.94055 -2.75464 0.06796 -0.2 0.0 -0.2
H 1.74102 -2.62932 -4.18959 0.1 -0.1 0.1
H 3.47241 -1.32382 -4.67110 0.2 -0.1 0.1
H 3.73943 0.27839 -2.97952 0.2 -0.3 0.4
H 4.56649 -2.45260 -3.87516 -0.1 0.2 0.0
H 5.61988 -2.48138 -0.32992 0.0 0.0 -0.2
H 4.78759 -0.32093 -0.74210 -0.1 0.0 -0.5
P -1.72331 -1.96516 0.26798 -0.2 -0.8 0.5
C -2.88628 -1.75482 1.65614 -0.2 0.0 0.0
H -3.69237 -2.50150 1.48715 0.3 0.5 0.4
H -3.26040 -0.71701 1.63331 0.0 -0.6 0.1
H -2.36678 -1.93974 2.61759 -0.4 0.0 -0.6
C -2.81367 -2.07427 -1.18398 -0.2 0.0 -0.2
H -3.62088 -2.79579 -0.91671 0.5 0.5 -0.5
H -2.23037 -2.42533 -2.06264 -0.5 0.1 0.5
H -3.22969 -1.06901 -1.39867 0.1 -0.6 0.2
C -1.22525 -3.69611 0.54460 -0.2 -0.4 -0.1
H -0.67543 -4.08060 -0.33709 -0.3 0.0 0.5
H -2.16710 -4.26544 0.72360 0.8 0.0 -0.1
H -0.56243 -3.76047 1.43206 -0.5 0.0 -0.5
P 0.01155 1.42265 -2.02696 -0.1 1.2 -0.5
C 1.32391 2.70344 -2.10557 0.5 -0.1 -0.6
H 1.42843 2.97562 -3.17653 0.2 0.2 0.7
H 2.29006 2.36439 -1.68454 -0.5 0.2 -0.4
H 0.96059 3.58000 -1.52042 0.3 -0.6 -0.5
C -0.27710 0.60018 -3.63503 0.2 0.0 -0.5
H 0.65906 0.21691 -4.08931 -0.6 0.2 0.1
H -0.79195 1.35194 -4.27641 0.5 -0.7 0.1
H -0.96824 -0.25480 -3.47078 0.4 0.5 -0.1
C -1.36143 2.60633 -2.11433 -0.3 0.1 0.1
H -1.12925 3.26169 -2.98769 -0.5 -0.3 0.6
H -1.39731 3.15821 -1.15906 -0.1 -0.1 -0.6
H -2.30064 2.03968 -2.22141 0.3 0.5 -0.1
C -2.00620 0.95749 0.24564 -2.3 1.4 0.8
C -3.04522 1.59631 0.56427 2.5 -1.6 -1.2
C -4.23162 2.31876 0.92374 -1.1 0.7 0.6
C -4.25172 3.16014 2.07048 0.6 -0.6 -0.4
C -5.41699 3.77973 2.48831 -0.4 0.6 0.5
C -6.61622 3.62034 1.78765 0.5 -0.3 -0.2
C -6.60828 2.81657 0.64180 -1.0 0.3 0.0
C -5.45495 2.19091 0.21105 1.0 -0.5 -0.2
H -3.31711 3.29053 2.63231 -0.5 0.0 -0.2
H -5.40923 4.41155 3.39744 0.1 -0.5 -0.7
H -7.53193 4.11185 2.12555 0.3 -0.2 -0.1
H -7.55735 2.68554 0.08324 0.8 0.0 0.3
H -5.46476 1.55826 -0.68695 -0.1 0.3 0.4

92
Properties=species:S:1:pos:R:3:forces:R:3 method="wB97M-V/def2-TZVPD" charge=+3 e_homo_ev="-16.73 / -16.73" lumo_ha="-0.40494 / -0.41222" de_lowest_kj_mol=445.3 spin_multiplicity=3 orbital_gap_ev="5.712 / 5.509"
C 1.63200 1.57190 1.95238 1.0 0.4 0.6
C -0.06759 2.77759 0.83976 0.0 0.3 -0.1
C 2.11045 2.76796 2.49263 0.0 -0.4 0.0
C 0.57204 3.99606 1.13939 -0.5 -0.6 0.1
C 1.59796 3.99070 2.05742 0.8 0.4 0.1
H 2.92034 2.71573 3.21963 -0.2 0.1 -0.2
H 0.17587 4.90464 0.72208 -0.2 0.2 0.1
H 2.05755 4.93545 2.40669 -0.4 -0.7 -0.2
N 0.54589 1.57233 1.14726 -0.3 -0.6 0.3
P 2.08275 -1.11398 1.11662 1.3 -0.7 0.8
P -2.12812 1.13553 -0.02725 -1.1 -0.7 1.0
C 2.33662 0.28139 2.30326 0.4 0.0 0.7
H 3.41895 0.47090 2.47347 -0.6 0.0 -0.3
H 1.97906 -0.04420 3.29480 -0.1 0.0 -0.3
C -1.38562 2.72871 0.32072 2.1 0.3 -4.6
H -1.58402 3.37816 -0.55557 0.1 0.6 1.2
C -3.07086 0.48386 -1.71097 -0.2 0.6 -0.5
C -3.36111 1.70435 1.28261 -0.3 -0.7 0.3
C 3.56059 -0.94959 -0.08361 0.1 0.1 -0.4
C 2.23267 -2.75828 2.15293 0.0 0.0 -0.1
C -2.54871 -0.84826 -2.27569 0.6 -0.2 0.4
H -2.71120 -1.69777 -1.59358 0.0 0.2 -0.1
H -3.11985 -1.06084 -3.20052 0.2 0.2 0.5
H -1.48768 -0.80844 -2.54956 -0.4 0.0 0.0
C -4.56780 0.26608 -1.45588 -0.2 0.2 0.4
H -4.72213 -0.57406 -0.76310 0.0 0.3 -0.2
H -5.07948 1.16116 -1.08099 0.1 -0.3 -0.1
H -5.05880 -0.01653 -2.40514 0.4 0.2 0.3
C -2.80456 1.59671 -2.71994 0.1 0.3 -0.1
H -3.27704 1.33865 -3.67547 0.0 0.0 0.2
H -3.20455 2.56833 -2.39861 0.0 -0.2 -0.1
H -1.72959 1.70380 -2.91485 -0.2 0.0 0.0
C -4.38798 0.66200 1.71490 -0.3 0.1 0.2
H -3.90656 -0.29422 1.94707 -0.3 0.2 0.0
H -4.85519 1.04501 2.63588 0.0 -0.3 -0.3
H -5.17062 0.50576 0.96973 0.2 0.0 0.3
C -2.54778 2.09741 2.54640 0.0 0.2 0.0
H -1.90977 1.26401 2.88481 -0.4 0.2 0.2
H -1.90398 2.96699 2.38951 -0.2 -0.1 0.1
H -3.22921 2.42643 3.34185 0.0 -0.5 -0.1
C -3.98609 2.94772 0.59774 -0.3 0.5 -0.1
H -3.48870 3.28328 -0.32774 -0.4 -0.3 0.4
H -5.03461 2.81686 0.32095 0.1 -0.1 0.4
H -3.87803 3.79600 1.27738 -0.3 0.0 0.0
C 2.11391 -3.94769 1.18332 0.0 -0.1 -0.2
H 2.02769 -4.88940 1.74979 0.0 0.4 -0.1
H 1.22121 -3.86917 0.54714 0.1 -0.1 0.1
H 2.99535 -4.05049 0.53579 -0.3 0.1 0.3
C 1.10249 -2.79907 3.19178 -0.3 0.2 -0.1
H 1.09349 -1.89209 3.80749 0.0 -0.2 0.1
H 0.11112 -2.92524 2.74673 0.1 -0.1 0.0
H 1.27264 -3.64824 3.87295 -0.1 0.3 -0.3
C 3.55079 -2.84363 2.94507 0.3 0.1 0.0
H 3.45894 -3.65036 3.69163 -0.1 0.3 -0.3
H 4.42067 -3.09178 2.32769 -0.3 0.2 0.2
H 3.75325 -1.91626 3.49767 0.0 -0.2 0.0
C 3.62888 0.50747 -0.58610 -0.2 0.0 0.0
H 4.56281 0.62925 -1.15395 -0.3 0.0 0.1
H 2.79692 0.74314 -1.25713 0.3 0.1 0.2
H 3.64609 1.22671 0.23845 0.1 0.0 -0.2
C 3.31235 -1.86247 -1.29674 0.1 -0.1 -0.1
H 2.35741 -1.61902 -1.77471 0.3 -0.2 0.0
H 4.11550 -1.69201 -2.03245 -0.3 0.0 0.2
H 3.31736 -2.93161 -1.04979 0.0 0.4 -0.1
C 4.94385 -1.24222 0.54027 0.0 -0.2 0.1
H 5.08685 -0.72432 1.49938 0.0 -0.2 -0.2
H 5.16040 -2.31220 0.65910 -0.2 0.4 0.0
H 5.71071 -0.84861 -0.14845 -0.3 -0.1 0.2
W -0.08036 -0.19881 0.25915 1.4 0.9 -2.3
C -1.37951 -1.25804 1.31429 -4.7 -4.6 5.0
O -2.10816 -1.86383 2.04554 3.8 3.6 -3.9
N 0.50882 0.01613 -1.63663 1.9 0.1 -4.4
C 1.00764 0.24360 -2.78325 -3.7 3.4 5.3
C 1.01762 1.52268 -3.62972 0.2 -0.3 0.0
C 1.44429 1.23054 -4.91374 1.1 -0.5 -0.6
C 0.83936 2.95206 -3.32320 0.4 0.3 0.2
C 1.90858 2.19280 -5.81009 -0.2 -0.1 -0.7
H 1.51185 0.16415 -5.15067 0.2 0.5 -0.3
C 1.27853 3.92399 -4.25494 0.0 -0.2 -0.2
H 0.41069 3.40975 -2.40750 0.4 -1.0 -0.4
C 1.83868 3.56054 -5.49975 0.2 -1.1 -0.5
H 2.32970 1.80767 -6.76168 -0.4 0.6 0.7
H 1.24220 5.02792 -4.09321 -0.4 -1.2 0.5
H 2.22613 4.29039 -6.25447 -0.5 -0.6 1.0
N -1.59945 -5.38814 0.75008 -0.5 -0.4 0.1
C -2.60314 -4.44821 0.86735 0.4 -0.4 0.6
N -3.25986 -4.54614 2.11452 0.3 -0.6 -1.5
O -2.78707 -3.56121 0.03648 0.2 -0.1 0.5
H -1.66651 -6.22307 1.35332 0.2 0.8 -0.7
H -1.26032 -5.53659 -0.19355 -0.1 -0.1 0.2
H -3.98583 -3.86251 2.17969 -0.6 0.2 0.1
H -3.61008 -5.50165 2.24764 0.1 0.6 0.4

| no. | DFT total energy (eV) |
| --- | --- |
| 1 | -86186.3423 |
| 2 | -64440.3663 |